Record 1
A molecular structure, C37H22Cl4N7O4SV, computed with ωB97M-V with the def2-TZVPD basis set.

As for the total charge: -1. As for the total energy: -5290.66368 hartree. The LUMO energy (spin up / spin down) is 1.932 / 1.829 eV. The spin multiplicity is 4. The value obtained for the strongest force on any atom is 0.7 eV Å⁻¹. The calculation puts the energy above the lowest of the compared OMol25 structures with the same formula, charge and spin at 0.0 kJ/mol. As for the expectation value of S²: 3.7729. The calculation puts the HOMO energy (spin up / spin down) at -3.28 / -4.79 eV.

Element x y z (Å)
V1 -0.08442 0.31885 0.18809
Cl1 6.33309 2.42481 0.00931
C1 4.80388 1.77111 -0.50175
C2 3.97664 1.18943 0.44343
C3 2.74245 0.66995 0.08026
N1 1.80884 0.18977 1.02020
C4 2.28796 -0.50632 2.07836
O1 3.42231 -0.96113 2.20263
C5 1.36741 -0.69815 3.26555
C6 1.19552 -1.97858 3.79125
C7 0.43957 -2.12956 4.93797
C8 -0.09230 -0.99734 5.54193
C9 0.16215 0.23353 4.96118
N2 0.86978 0.39002 3.84199
C10 2.32217 0.71991 -1.26610
C11 3.16427 1.32044 -2.20431
C12 4.39377 1.83341 -1.82185
Cl2 5.39687 2.57129 -3.03896
N3 1.08176 0.10893 -1.50952
C13 0.60622 0.02713 -2.77797
O2 0.93149 0.71972 -3.74151
C14 -0.38885 -1.08798 -3.04893
C15 -0.89093 -1.21662 -4.34246
C16 -1.72267 -2.28183 -4.62848
C17 -2.03959 -3.17298 -3.61345
C18 -1.50461 -2.94729 -2.35490
N4 -0.68813 -1.93870 -2.07566
H1 4.30012 1.13744 1.47182
H2 1.66734 -2.81664 3.29624
H3 0.27152 -3.11190 5.36317
H4 -0.69218 -1.06438 6.44015
H5 -0.22540 1.14423 5.40712
H6 2.85709 1.40342 -3.23140
H7 -0.60626 -0.48578 -5.08503
H8 -2.12774 -2.41109 -5.62440
H9 -2.69077 -4.02012 -3.78711
H10 -1.73795 -3.61455 -1.52988
Cl3 -5.28640 -2.04454 4.93202
C19 -4.11339 -1.20909 3.94670
C20 -4.03292 0.19347 4.03155
C21 -3.11958 0.87528 3.28402
Cl4 -3.00125 2.59527 3.42089
C22 -2.20995 0.21909 2.38109
O3 -1.35323 0.88783 1.74083
C23 -2.34274 -1.20371 2.32519
C24 -1.45200 -1.97283 1.52216
O4 -0.59291 -1.53152 0.75581
C25 -3.28365 -1.89414 3.11413
H11 -4.69238 0.73163 4.69878
H12 -1.53107 -3.06660 1.61235
H13 -3.33272 -2.97496 3.05405
N5 -2.56078 2.23185 -2.70379
C26 -3.27080 1.25102 -3.40315
C27 -3.57628 1.41238 -4.75018
C28 -4.35858 0.47392 -5.40648
C29 -4.82351 -0.64662 -4.73221
C30 -4.48078 -0.83453 -3.40029
C31 -3.71723 0.10925 -2.73232
S1 -3.31556 -0.02650 -1.02739
N6 -1.79879 0.73602 -1.02521
C32 -1.69212 1.89838 -1.66505
C33 -0.67902 2.79484 -1.25031
C34 -0.44044 4.08018 -1.78908
C35 0.47359 4.90041 -1.18915
C36 1.16216 4.45888 -0.04274
C37 0.93038 3.17919 0.40212
N7 0.06691 2.34524 -0.18890
H14 -2.24538 2.99746 -3.27634
H15 -3.20394 2.28249 -5.27961
H16 -4.59851 0.61880 -6.45224
H17 -5.43281 -1.38026 -5.24414
H18 -4.80420 -1.72029 -2.86717
H19 -0.98484 4.42898 -2.65685
H20 0.66022 5.88805 -1.59135
H21 1.88239 5.08508 0.46257
H22 1.45800 2.76875 1.25390

***

Record 2
A gas-phase ion, C7H10 (charge +1) at a distorted geometry, computed with ωB97M-V with the def2-TZVPD basis set.

As for the total charge: +1. As for the total energy: -272.32616 hartree. The LUMO energy (spin up / spin down) is -5.606 / -7.224 eV. The spin multiplicity is 2. The value obtained for the strongest force on any atom is 1.3 eV Å⁻¹. The calculation puts the energy above the lowest of the compared OMol25 structures with the same formula, charge and spin at 108.8 kJ/mol. As for the expectation value of S²: 0.7876. The calculation puts the HOMO energy (spin up / spin down) at -13.88 / -13.61 eV.

Element x y z (Å)
C1 -1.28348 1.52775 -0.32313
C2 -2.61309 1.80889 -0.23449
C3 -1.23114 -0.32384 1.25543
C4 -0.59135 0.42611 0.28029
C5 0.72568 0.12546 -0.22607
C6 1.49845 -0.89636 0.19543
C7 2.54446 -1.56937 -0.59712
H1 -0.64632 2.32353 -0.70504
H2 -2.93752 2.82937 -0.06043
H3 -3.39154 1.09045 -0.47584
H4 -2.30940 -0.42709 1.25966
H5 -0.66488 -1.00149 1.88032
H6 1.02950 0.67646 -1.10977
H7 1.31481 -1.31084 1.18359
H8 2.93406 -0.95413 -1.40657
H9 2.24064 -2.54227 -0.98578
H10 3.38112 -1.78263 0.06954